(1)
Entry from the OMol25 dataset: C44H39Cl2N7O4Re as an isolated structure (ωB97M-V with the def2-TZVPD basis set).

Values from the calculation:
DFT total energy: -92056.0178 eV
HOMO (spin up / spin down): -5.428 / -7.225 eV
Relative energy (zero: lowest compared OMol25 entry of this formula, charge and spin): 0.0000 eV
Frontier orbital gap (spin up / spin down): 3.92 / 5.37 eV
Total charge: 0
Multiplicity: 4

XYZ file:
```
97
Properties=species:S:1:pos:R:3:forces:R:3
Re 0.3720 -1.8285 -0.2393 -1.753 0.343 1.178
C 0.5995 -5.3638 2.3937 0.282 0.159 0.288
O -0.1460 -5.6496 1.1930 -0.288 -0.138 -0.421
C -0.0764 -4.5554 0.4361 0.914 0.427 1.611
N 0.5249 -3.5185 0.9822 -0.470 -0.294 -1.187
C 0.7897 -3.8327 2.3889 -0.131 -0.157 0.410
C 2.1195 -3.4174 2.9672 0.005 0.128 -0.103
C 3.1588 -2.9363 2.1870 -0.018 -0.107 0.006
C 4.3561 -2.5506 2.7731 0.067 0.016 -0.021
C 4.5228 -2.6469 4.1453 -0.025 0.028 0.001
C 3.4906 -3.1426 4.9298 0.013 -0.049 0.051
C 2.2965 -3.5279 4.3435 -0.099 -0.005 -0.029
C -0.6713 -4.4527 -0.8436 -0.494 0.121 -1.428
C -1.4666 -5.3994 -1.4895 0.286 0.187 0.312
C -2.0642 -5.0731 -2.6917 -0.003 0.255 -0.260
C -1.8671 -3.8030 -3.2537 -0.046 -0.248 0.238
C -1.0599 -2.9071 -2.5884 -0.256 -0.469 0.288
N -0.4516 -3.2285 -1.4217 0.369 -0.393 0.686
C -0.6286 -1.6131 -3.0498 0.591 1.282 0.112
N 0.0512 -0.8046 -2.2898 -0.527 -0.179 0.761
C 0.7557 0.1533 -3.1853 0.005 -0.129 -0.270
C 0.0370 -0.1065 -4.5347 0.131 0.335 -0.016
O -0.7465 -1.2941 -4.3286 -0.213 -0.501 -0.196
C 0.8924 1.6683 -3.0157 -0.063 0.085 0.526
C 1.7711 2.1906 -3.9666 0.078 0.027 0.096
C 2.0534 3.5373 -4.0725 0.159 -0.082 -0.290
C 1.4142 4.4207 -3.2207 -0.029 0.084 0.099
C 0.5379 3.9454 -2.2733 0.024 0.035 -0.025
C 0.2737 2.5731 -2.1211 0.159 0.136 -0.607
H 1.5622 -5.8767 2.3419 -0.060 -0.025 -0.107
H 0.0391 -5.7277 3.2504 -0.060 -0.008 -0.069
H 0.0023 -3.3477 2.9791 0.001 0.013 -0.084
H 3.0267 -2.8551 1.1211 0.008 0.020 -0.073
H 5.1606 -2.1710 2.1552 -0.014 -0.001 -0.017
H 5.4493 -2.3277 4.6036 0.013 -0.027 -0.002
H 3.6128 -3.2248 6.0019 0.001 0.001 0.002
H 1.4899 -3.9114 4.9593 -0.013 0.065 0.037
H -1.6132 -6.3646 -1.0254 -0.014 -0.013 -0.011
H -2.6812 -5.7983 -3.2020 -0.033 0.019 0.007
H -2.3272 -3.5164 -4.1880 0.009 -0.025 -0.030
H 1.7816 -0.2321 -3.2227 -0.088 0.039 -0.023
H 0.7186 -0.2991 -5.3596 -0.007 0.004 0.017
H -0.6205 0.7223 -4.7988 -0.094 -0.109 0.056
H 2.2639 1.4976 -4.6414 0.065 0.028 0.024
H 2.7596 3.8872 -4.8127 -0.013 0.002 -0.012
H 1.6030 5.4837 -3.2972 -0.021 0.019 0.029
H 0.0256 4.6286 -1.6073 0.056 0.014 -0.055
H -0.9459 1.2714 -1.1499 -0.013 -0.296 0.028
Cl -3.9737 -0.2478 5.5855 -0.028 0.020 0.154
C -3.2146 -0.6590 4.0796 0.122 -0.053 -0.257
C -4.0107 -1.1483 3.0453 -0.259 0.041 0.167
C -3.4093 -1.4677 1.8416 0.789 0.036 -0.225
Cl -4.3682 -2.1420 0.5658 -0.170 -0.040 -0.160
C -2.0334 -1.3000 1.6044 -0.772 -0.074 0.564
O -1.5247 -1.6620 0.4375 0.422 0.370 -0.570
C -1.2452 -0.7847 2.6811 0.765 0.069 -0.728
C 0.1373 -0.5406 2.5265 -0.545 0.025 0.772
O 0.8652 -0.6924 1.4471 0.168 -0.288 -1.367
C -1.8659 -0.4899 3.9171 -0.141 0.048 0.249
H -5.0745 -1.2761 3.1825 0.020 -0.026 -0.029
H 0.6672 -0.1942 3.4192 0.090 -0.015 -0.240
H -1.2604 -0.1108 4.7307 -0.017 0.022 -0.011
C -3.0704 3.8325 -2.6090 -0.172 -0.003 0.085
C -3.3995 2.8720 -1.4573 0.244 0.052 -0.137
C -3.3403 1.4270 -1.9722 -0.106 0.080 0.055
C -2.5605 3.2513 -0.2414 -0.052 0.047 -0.054
C -3.2049 3.9491 0.7688 -0.018 -0.012 0.070
C -2.4907 4.4913 1.8239 0.021 0.021 -0.023
C -1.1219 4.3341 1.8612 -0.034 -0.010 0.034
C -0.4211 3.6134 0.8896 0.059 -0.123 0.094
C 1.0875 3.5323 1.1633 0.060 0.027 -0.148
C 1.7323 4.9170 0.9768 -0.066 -0.070 0.044
C 1.9469 2.4829 0.4516 -0.120 0.017 0.113
C -1.1666 3.0591 -0.1608 -0.255 0.021 0.215
N -0.5923 2.2072 -1.1376 0.074 -0.567 0.145
H -3.7525 3.6638 -3.4454 0.026 0.009 -0.035
H -2.0486 3.6766 -2.9591 -0.035 0.026 -0.010
H -3.1719 4.8691 -2.2857 0.021 0.026 -0.048
H -4.4342 3.0570 -1.1597 0.018 0.004 0.022
H -2.5611 1.3075 -2.7292 0.039 -0.050 0.059
H -4.2931 1.1824 -2.4465 0.049 -0.039 -0.036
H -3.1844 0.7070 -1.1723 0.032 -0.169 0.120
H -4.2800 4.0761 0.7256 -0.001 0.012 -0.038
H -2.9987 5.0392 2.6075 -0.001 -0.034 0.005
H -0.5660 4.7508 2.6938 0.010 -0.004 -0.018
H 1.1461 3.2977 2.2305 -0.058 0.007 -0.003
H 1.8993 5.1202 -0.0824 -0.002 0.016 0.001
H 2.6968 4.9520 1.4864 0.027 0.000 -0.062
H 1.1022 5.7086 1.3804 0.044 0.050 0.037
H 2.2475 2.8144 -0.5405 0.003 -0.016 -0.047
H 1.4414 1.5268 0.3683 -0.003 -0.167 0.056
H 2.8571 2.3291 1.0347 0.005 0.008 -0.025
N 6.8506 -1.7108 -0.8333 -0.033 0.006 0.007
C 5.7364 -1.5374 -1.0907 0.074 -0.275 0.273
N 4.5041 -1.2858 -1.4384 0.186 0.564 -0.600
C 3.3561 -1.6104 -1.1161 -0.484 -0.381 0.328
N 2.2194 -1.8623 -0.9096 1.614 0.173 -0.329
```
Forces are in eV/Å.

***

(2)
Entry from the OMol25 dataset: C44H39ClIrO4S as an isolated structure (ωB97M-V with the def2-TZVPD basis set).

Values from the calculation:
DFT total energy: -80647.2298 eV
HOMO (spin up / spin down): -8.187 / -8.535 eV
Relative energy (zero: lowest compared OMol25 entry of this formula, charge and spin): 0.1117 eV
Frontier orbital gap (spin up / spin down): 7.14 / 7.35 eV
Total charge: 0
Multiplicity: 2

XYZ file:
```
90
Properties=species:S:1:pos:R:3:forces:R:3
Ir 0.3744 -0.1854 1.8340 -0.248 -0.204 0.137
C 0.1830 0.0162 -4.8039 -0.017 0.001 0.009
C 0.4194 0.8792 -3.5843 0.010 -0.075 0.030
C 0.7208 2.3238 -3.9424 0.004 -0.012 0.012
O -0.7150 0.7887 -2.7481 0.024 0.025 0.003
C -0.2448 0.9238 -1.4162 -0.077 -0.068 0.010
C 1.0883 0.1589 -1.4570 0.075 0.070 0.027
O 1.4945 0.3258 -2.8109 0.012 0.068 -0.021
C 2.2210 0.6256 -0.5119 -0.062 -0.137 -0.142
O 1.9333 0.2311 0.8269 0.188 0.222 0.121
C 2.4397 2.1291 -0.5996 -0.016 0.017 0.027
C 1.8785 2.9908 0.3354 -0.006 0.004 0.005
C 2.0536 4.3637 0.2253 0.001 -0.008 -0.007
C 2.7982 4.8898 -0.8203 -0.006 0.000 0.006
C 3.3707 4.0341 -1.7508 0.000 0.002 -0.004
C 3.1930 2.6632 -1.6411 0.003 0.007 -0.005
C 3.5260 -0.1297 -0.7891 0.004 -0.018 0.000
C 3.6220 -1.2300 -1.6320 -0.005 -0.003 0.014
C 4.8209 -1.9257 -1.7468 -0.003 0.001 0.003
C 5.9324 -1.5337 -1.0201 -0.003 0.001 0.001
C 5.8430 -0.4354 -0.1737 -0.002 -0.005 -0.005
C 4.6502 0.2565 -0.0606 0.001 0.000 -0.005
C -1.3412 0.4859 -0.4311 0.003 0.069 -0.045
O -0.8738 0.8938 0.8497 -0.054 0.066 -0.023
C -1.7014 -0.9955 -0.4195 0.030 -0.027 -0.100
C -2.3893 -1.4805 0.6916 -0.023 -0.032 0.025
C -2.7778 -2.8080 0.7614 -0.010 0.026 0.009
C -2.4953 -3.6727 -0.2867 0.010 0.004 -0.033
C -1.8335 -3.1946 -1.4063 -0.006 -0.013 0.027
C -1.4432 -1.8631 -1.4765 -0.018 0.011 0.034
C -2.5817 1.3378 -0.7216 0.036 -0.002 -0.011
C -2.6117 2.6577 -0.2797 -0.008 0.011 -0.003
C -3.7057 3.4664 -0.5510 0.023 -0.003 0.014
C -4.7795 2.9667 -1.2736 -0.010 -0.015 -0.008
C -4.7490 1.6560 -1.7259 -0.006 0.011 -0.003
C -3.6557 0.8462 -1.4528 0.008 0.003 0.017
H -0.7456 0.3196 -5.2867 0.010 0.001 -0.018
H 0.1087 -1.0295 -4.5073 -0.018 0.001 0.000
H 1.0031 0.1267 -5.5124 0.014 -0.010 0.014
H -0.0650 2.7093 -4.5924 0.000 0.003 -0.001
H 1.6773 2.3839 -4.4617 -0.002 0.004 -0.006
H 0.7779 2.9432 -3.0485 0.003 0.002 0.007
H -0.0546 1.9778 -1.1861 0.003 0.001 -0.018
H 0.9322 -0.9051 -1.2428 -0.037 -0.005 -0.014
H 1.3025 2.5848 1.1555 0.002 -0.003 -0.007
H 1.6115 5.0214 0.9630 -0.003 0.003 -0.003
H 2.9382 5.9597 -0.9049 0.003 0.000 0.000
H 3.9624 4.4345 -2.5644 -0.002 0.001 -0.003
H 3.6443 1.9978 -2.3659 -0.001 0.003 0.001
H 2.7772 -1.5445 -2.2276 -0.014 -0.004 0.000
H 4.8810 -2.7765 -2.4137 0.001 -0.001 -0.003
H 6.8636 -2.0779 -1.1114 0.001 0.002 -0.003
H 6.7047 -0.1194 0.4001 0.000 -0.001 0.003
H 4.5804 1.1081 0.6050 0.001 -0.005 0.002
H -2.6210 -0.8082 1.5096 -0.021 -0.026 -0.016
H -3.3026 -3.1676 1.6374 -0.002 0.005 0.008
H -2.7918 -4.7122 -0.2299 0.006 0.000 -0.002
H -1.6164 -3.8588 -2.2336 -0.001 0.000 -0.001
H -0.9556 -1.4974 -2.3679 0.002 -0.003 -0.010
H -1.7751 3.0503 0.2850 -0.002 -0.007 0.004
H -3.7180 4.4892 -0.1963 -0.001 0.001 0.001
H -5.6351 3.5957 -1.4831 0.000 0.001 -0.002
H -5.5805 1.2586 -2.2937 0.000 -0.001 0.000
H -3.6422 -0.1750 -1.8107 -0.002 -0.001 0.001
Cl -5.2812 -0.1520 6.1382 -0.008 -0.004 0.005
C -3.7796 0.2219 5.3458 0.012 0.006 -0.011
C -2.5836 -0.0518 5.9876 0.005 -0.009 -0.001
C -1.3913 0.2443 5.3470 0.013 -0.028 0.008
C -1.3768 0.8116 4.0749 -0.074 -0.047 -0.066
C -0.0881 1.1073 3.3859 0.231 0.129 -0.062
C -2.5983 1.0886 3.4571 0.025 0.036 0.047
C -3.7978 0.7958 4.0844 -0.007 0.000 0.008
H -2.5889 -0.4932 6.9746 -0.003 0.005 0.003
H -0.4536 0.0247 5.8438 -0.003 0.000 0.001
H 0.7546 1.1050 4.0770 -0.040 -0.040 0.029
H -0.1334 2.0692 2.8740 -0.022 0.012 0.006
H -2.6010 1.5300 2.4684 -0.014 0.005 -0.012
H -4.7426 1.0122 3.6044 0.007 -0.001 -0.011
S 0.2823 -1.8633 3.2384 0.045 -0.030 0.069
C 0.3489 -3.3151 2.2210 0.053 0.068 -0.074
C 1.1240 -3.3478 1.0639 -0.019 -0.007 -0.003
C 1.1536 -4.4958 0.2878 -0.027 -0.032 0.013
C 0.4329 -5.6180 0.6744 0.024 0.004 -0.030
C -0.3233 -5.5897 1.8375 -0.004 0.023 0.038
C -0.3713 -4.4392 2.6101 -0.006 -0.045 -0.008
H 1.7209 -2.4860 0.7838 0.012 -0.005 -0.003
H 1.7522 -4.5161 -0.6140 0.011 0.005 0.000
H 0.4668 -6.5171 0.0727 -0.002 0.002 -0.003
H -0.8827 -6.4648 2.1427 -0.001 0.000 0.004
H -0.9684 -4.4058 3.5130 -0.001 -0.006 0.001
```
Forces are in eV/Å.

***

Q: Among the records above, which one has the lowest relative energy (zero: lowest compared OMol25 entry of this formula, charge and spin)?
A: C44H39Cl2N7O4Re

***

Q: Number 2 is which compound?
A: C44H39ClIrO4S

***

Q: Look up the DFT total energy of the second one.
A: -80647.2298 eV